No. 1
9 unconnected molecules or ions with the total composition C48H123N9O15, computed with the ωB97M-V functional and the def2-TZVPD basis.

As for the total charge: 0. The calculation puts the HOMO-LUMO gap at 0.332 hartree. As for the structure (SMILES): COC[C@H](C)N.COC[C@H](C)N.COC[C@H](C)N.COCCNCCOC.COCCNCCOC.COCCNCCOC.COCCNCCOC.COCCNCCOC.COCCNCCOC.

Element x y z (Å)
C 22.42836 -23.76363 14.16461
O 21.69879 -22.58406 14.11587
C 21.06577 -22.32701 15.38283
C 20.17378 -21.16947 15.31834
N 19.16262 -21.35756 14.29575
C 18.09043 -20.34640 14.43622
C 17.24310 -20.27349 13.23181
O 17.84750 -19.67486 12.13108
C 16.89108 -19.58879 11.07736
H 22.87843 -23.83290 13.17790
H 21.87064 -24.64434 14.44975
H 23.26498 -23.62407 14.82880
H 21.80720 -22.20689 16.16124
H 20.47347 -23.24125 15.63760
H 20.77307 -20.27376 15.15146
H 19.62803 -20.98442 16.20894
H 19.52243 -21.14962 13.33440
H 18.39130 -19.27262 14.67457
H 17.54829 -20.71608 15.34714
H 16.35732 -19.71735 13.46052
H 17.01588 -21.35178 12.96496
H 16.58972 -20.54734 10.75257
H 17.32864 -18.98904 10.32529
H 15.97597 -19.03114 11.41667
C 10.21342 -20.22347 13.76917
O 10.25960 -19.12076 14.63026
C 9.23329 -19.26016 15.62187
C 9.35748 -18.20998 16.81831
N 9.47505 -16.91286 16.22559
C 9.58373 -15.83260 17.17653
C 9.92770 -14.50785 16.51963
O 9.94278 -13.51493 17.57372
C 10.73130 -12.40445 17.19514
H 10.38915 -21.16546 14.23915
H 10.97236 -20.01854 13.02594
H 9.24193 -20.39411 13.32342
H 9.32095 -20.25027 16.04426
H 8.27562 -19.07981 15.20957
H 10.15845 -18.52709 17.54734
H 8.42493 -18.26060 17.33926
H 10.27250 -16.98948 15.59894
H 10.35152 -16.12576 17.93356
H 8.63224 -15.63481 17.69939
H 9.21952 -14.15776 15.70266
H 10.89453 -14.62283 15.99317
H 11.68099 -12.73812 16.84477
H 10.87336 -11.89302 18.14415
H 10.26835 -11.74359 16.46248
C 18.92705 -16.26035 12.50959
O 18.17792 -15.23847 13.24231
C 18.54546 -15.22857 14.57618
C 18.13026 -13.89182 15.17916
N 18.17255 -13.84836 16.62776
C 17.36472 -14.80925 17.32181
C 17.02484 -14.28230 18.71987
O 16.19941 -13.06912 18.59943
C 15.58357 -12.81789 19.83717
H 18.45085 -17.24520 12.51620
H 19.91927 -16.33600 12.95732
H 19.03654 -15.79932 11.47306
H 19.56555 -15.42448 14.82499
H 17.98359 -15.93983 15.19652
H 17.15746 -13.61964 14.80471
H 18.81581 -13.08385 14.84630
H 17.88579 -12.91125 16.83936
H 18.02070 -15.68289 17.50840
H 16.39925 -15.08216 16.86087
H 17.96593 -14.07190 19.19905
H 16.55805 -15.12952 19.28856
H 15.04302 -13.63993 20.18635
H 14.95715 -11.94957 19.75275
H 16.32240 -12.53057 20.68900
C 13.94086 -15.64279 18.23489
O 14.41728 -15.71675 19.56772
C 14.28915 -16.94419 20.22622
C 14.52380 -16.67994 21.69974
N 15.94950 -16.43518 21.95274
C 16.13572 -15.83501 23.28070
C 17.59886 -15.43891 23.50507
O 18.00730 -14.52060 22.48487
C 19.38163 -14.41574 22.41703
H 14.46812 -16.27767 17.53141
H 14.08079 -14.62075 17.93956
H 12.87692 -15.84185 18.05833
H 15.06572 -17.63241 19.86977
H 13.33336 -17.46771 20.08616
H 14.11608 -17.57502 22.26710
H 13.98872 -15.75213 22.04303
H 16.32825 -15.80336 21.27027
H 15.77981 -16.52460 24.08180
H 15.50895 -14.96225 23.38932
H 18.23591 -16.39275 23.48721
H 17.71242 -14.86252 24.40951
H 19.74291 -15.26469 21.84072
H 19.88106 -14.27342 23.36308
H 19.60818 -13.55027 21.81328
C 15.17851 -16.85413 7.85622
O 15.51983 -15.51441 8.27107
C 16.45615 -15.57927 9.28479
C 16.63095 -14.24260 9.93104
N 15.30448 -13.83824 10.46461
C 15.48962 -12.87710 11.55768
C 16.20437 -11.54912 11.26058
O 15.49670 -10.91965 10.23735
C 16.28806 -10.02356 9.43165
H 14.40896 -16.66441 7.13618
H 14.79367 -17.44370 8.67595
H 16.03171 -17.38082 7.50972
H 17.44558 -15.79912 8.86328
H 16.23277 -16.39787 9.97979
H 17.18858 -13.52564 9.31544
H 17.27330 -14.47639 10.78213
H 14.64918 -13.42444 9.79301
H 16.07518 -13.40986 12.32716
H 14.56169 -12.72927 12.15477
H 17.26784 -11.79329 11.00477
H 16.21133 -10.89170 12.08110
H 17.04830 -10.60201 8.92418
H 16.73914 -9.23088 10.01427
H 15.62606 -9.51665 8.75045
C 11.89824 -21.09092 19.80046
O 11.61823 -21.18512 21.17089
C 10.89042 -20.08752 21.69297
C 11.31094 -19.96392 23.16870
N 12.69834 -19.60348 23.30587
C 13.31003 -20.19033 24.48354
C 14.76212 -19.81146 24.63192
O 15.46778 -20.43021 23.61845
C 16.80149 -20.07160 23.30041
H 10.99154 -21.25793 19.17943
H 12.69252 -21.84196 19.57808
H 12.25614 -20.10685 19.40859
H 9.80669 -20.19712 21.48720
H 11.12489 -19.17796 21.13655
H 11.08629 -20.89359 23.67999
H 10.65638 -19.19334 23.54205
H 13.19304 -19.91039 22.45224
H 13.08613 -21.21170 24.50227
H 12.77218 -19.70179 25.38301
H 14.99703 -20.27981 25.55815
H 14.87426 -18.72439 24.60785
H 17.12213 -20.62851 22.41654
H 17.57251 -20.32955 24.04836
H 16.87751 -19.03050 23.04751
C 13.82328 -10.15041 16.96382
C 15.06695 -10.66006 16.16857
C 16.31937 -10.15817 16.89594
O 17.45845 -10.56589 16.29128
C 18.67353 -10.16134 16.87697
N 14.92205 -12.07093 15.92662
H 13.63813 -10.80232 17.79467
H 12.97214 -10.29756 16.35010
H 14.07833 -9.19563 17.27071
H 14.98161 -10.23760 15.16027
H 16.31482 -10.58693 17.92937
H 16.21996 -9.07346 16.82262
H 18.84785 -10.83318 17.74262
H 18.70712 -9.12900 17.11572
H 19.45790 -10.44091 16.10720
H 15.77184 -12.39214 15.52963
H 14.90373 -12.56145 16.82933
C 19.44188 -18.24423 17.54926
C 18.36212 -18.17595 18.56873
C 18.07263 -19.58036 19.06691
O 17.89537 -20.47377 17.97054
C 17.68284 -21.80732 18.37757
N 18.72884 -17.30454 19.69615
H 19.32652 -18.85816 16.66845
H 20.37145 -18.55973 18.03883
H 19.63698 -17.26841 17.19423
H 17.44654 -17.86161 18.08109
H 17.20846 -19.56521 19.78689
H 18.96028 -19.96307 19.56400
H 16.99365 -21.92440 19.27714
H 18.61301 -22.36986 18.65200
H 17.34330 -22.29151 17.43156
H 19.37928 -17.67114 20.39188
H 17.89110 -17.13995 20.29067
C 13.78787 -19.15579 17.11000
C 14.41659 -18.95527 15.75707
C 13.61226 -18.01203 14.85907
O 13.58499 -16.68767 15.35923
C 13.69724 -15.76979 14.28530
N 15.79429 -18.46813 15.95980
H 13.58313 -18.20733 17.60682
H 14.40550 -19.76765 17.78270
H 12.94330 -19.77718 17.08417
H 14.55211 -19.91769 15.21434
H 12.62984 -18.39254 14.68252
H 14.16539 -18.11513 13.91029
H 14.61840 -15.98360 13.72150
H 13.63212 -14.70171 14.70193
H 12.86676 -15.78902 13.54456
H 16.30385 -18.99226 16.67428
H 15.77991 -17.43460 16.17470

Force components x, y, z for each atom (eV/Å):
1.03 0.62 -0.76
-1.19 0.92 0.93
0.10 -2.23 -0.22
-0.11 0.89 -1.59
-0.33 1.59 -2.04
0.76 0.25 1.98
-0.72 -2.26 -0.13
0.20 0.42 -0.70
-0.30 1.48 1.76
-0.14 -0.57 -0.18
-0.39 -0.28 -0.03
0.48 -0.24 0.71
0.50 0.11 0.28
0.24 0.49 -0.07
0.16 0.37 -0.13
-0.22 -0.21 1.28
0.25 -0.71 1.21
0.24 -1.13 -0.15
-0.22 0.73 -0.91
-0.89 0.17 0.32
-0.31 0.91 0.14
-0.24 -1.19 -0.58
0.53 0.32 -1.07
0.58 -0.45 -0.07
0.19 0.47 -0.63
-0.78 0.12 1.10
1.48 1.21 1.83
0.56 -1.58 -1.41
0.07 -0.06 -0.51
0.04 0.15 0.31
-0.25 0.63 -0.32
0.27 -0.99 -1.48
-0.56 0.04 1.28
0.69 -0.72 0.84
0.01 -0.28 -0.38
-0.47 0.54 -0.48
-0.25 -0.52 0.17
-1.07 -0.06 -0.79
-0.26 0.45 -0.60
-0.69 -0.19 0.53
0.02 0.63 0.05
-0.31 0.71 -0.12
0.20 -0.58 -0.07
0.38 -0.73 0.97
0.07 0.36 0.46
0.92 -0.15 -0.46
0.15 0.52 -0.17
-0.21 -0.04 -0.12
-0.28 1.85 -0.82
1.03 -1.27 -0.97
-1.79 0.81 2.08
1.29 0.71 -0.38
0.33 0.18 -0.61
0.01 -0.08 1.37
-0.29 -0.40 -0.81
0.86 -1.80 0.50
2.02 1.92 1.45
-0.13 0.21 -0.08
0.07 -0.10 -0.14
-0.16 -1.08 1.13
1.14 -0.06 -0.44
-0.12 -0.64 -0.46
-0.74 -0.14 -0.43
-0.32 -0.43 -0.09
-0.23 0.43 0.50
-0.78 0.00 -0.19
0.29 -0.06 -0.40
0.37 0.53 0.48
-0.10 1.14 -0.46
-1.02 -1.34 0.43
-0.50 0.36 -0.32
-0.68 -0.56 -1.40
-0.06 0.06 -0.14
-0.91 0.11 -0.50
0.22 -0.30 0.47
-0.23 -0.11 0.53
-0.12 -0.88 1.11
0.49 -0.40 -0.08
0.02 -0.84 -0.82
-1.44 -0.55 0.40
0.50 0.16 -1.26
0.36 -0.18 0.11
0.24 0.57 -0.23
-0.11 -0.27 0.68
0.08 -0.19 -0.05
-0.17 0.45 -0.19
0.73 1.06 -0.29
-0.23 -0.86 -0.47
-0.04 0.46 -0.27
0.48 0.19 -0.57
-0.30 0.68 0.03
-0.59 1.31 0.09
0.06 -0.40 0.89
0.61 -0.35 0.29
0.11 -0.26 0.57
0.05 0.42 -0.20
-0.49 1.91 0.60
-0.68 -1.27 -0.46
1.52 0.16 -0.48
-1.37 -0.49 0.83
0.65 1.35 0.52
-0.14 -0.53 1.78
0.23 -1.73 -1.02
0.19 0.96 -1.46
-0.73 -0.67 0.91
-0.27 -0.56 -0.68
-0.39 -0.02 0.52
0.89 -0.39 -0.87
0.21 -0.47 -0.21
-0.23 0.35 0.34
-0.42 0.01 -0.23
-0.03 0.40 0.29
0.77 -0.41 -0.10
0.28 0.19 -0.27
0.08 0.24 -0.98
-0.61 0.37 -0.18
0.16 0.63 1.60
0.30 0.02 -0.34
0.35 0.10 0.48
-0.30 -0.17 -0.46
0.17 -0.26 -1.19
0.26 0.47 -0.35
0.18 -0.26 0.07
-0.97 0.26 -1.28
0.61 0.25 -1.21
-1.29 3.33 0.80
-0.74 -0.36 -0.21
0.89 -0.95 -1.60
0.19 -0.41 0.23
0.33 -0.37 0.28
-0.77 0.45 0.02
0.05 -0.28 0.91
0.26 -0.31 0.67
0.50 0.26 0.08
-0.20 -0.40 0.12
-0.21 0.40 0.72
-0.20 -0.02 0.80
0.24 -1.98 0.34
0.75 -0.83 -1.09
0.92 0.19 1.30
0.07 0.03 0.25
-0.47 -0.08 -0.05
-0.57 0.14 0.30
0.01 0.81 -0.01
1.60 -2.38 -1.11
-1.26 0.45 0.06
-1.67 -0.31 0.85
1.39 -0.65 -1.88
0.76 -2.66 -0.97
-0.40 -0.75 1.21
0.21 -0.27 0.86
-0.92 0.61 -0.70
-0.39 2.13 0.67
0.45 0.50 0.17
-0.28 0.76 -0.23
0.20 0.36 0.70
0.14 0.71 0.03
0.01 1.06 0.32
-0.73 0.62 0.96
0.89 -0.45 -0.75
-0.07 0.18 -0.26
1.49 0.02 0.10
-0.12 -1.40 0.67
-0.02 -0.54 0.25
-0.74 0.32 0.64
-0.02 -1.04 -0.24
-1.49 0.73 0.66
-0.62 -0.34 0.13
0.00 -0.11 -0.03
0.29 1.30 -0.43
-0.26 0.74 0.19
0.49 -0.27 -0.63
0.26 0.16 0.71
0.41 0.27 -1.34
-0.27 0.78 -0.06
-0.29 -0.02 1.04
0.22 -0.47 -0.80
0.53 -0.01 -0.68
0.64 -0.37 0.82
0.88 -0.17 0.75
1.68 -0.82 -0.19
-0.10 -0.22 -0.57
-0.43 1.83 -0.04
0.03 1.87 -0.57
-0.14 -0.10 -0.09
0.52 0.40 -0.16
-1.90 -0.46 -0.36
-0.54 0.39 0.27
-0.89 -0.24 0.08
-0.21 0.72 -0.08
-0.05 0.48 0.22
0.61 -1.55 -0.42
0.16 -0.52 0.50
-0.38 0.27 -0.24
0.14 -1.64 -0.10


No. 2
A molecular structure, C22H30BaN4O8P2S2, computed with the ωB97M-V functional and the def2-TZVPD basis.

As for the total charge: 0. The calculation puts the HOMO-LUMO gap at 0.305 hartree.

Element x y z (Å)
Ba -0.23607 0.20685 0.37314
S -2.42859 -2.10867 -0.59723
C -1.83210 -3.35969 0.32094
N -2.42373 -3.89457 1.37625
C -2.00538 -5.20660 1.86248
C -1.60357 -6.03287 0.66048
N -0.49797 -5.34196 -0.00093
C 0.66317 -6.14941 -0.37480
C 1.33822 -6.77566 0.82105
C 1.83136 -5.97593 1.85146
C 2.43044 -6.55560 2.95744
C 2.54829 -7.93826 3.04605
C 2.06301 -8.73762 2.02448
C 1.45630 -8.15572 0.91749
C -0.49042 -4.00934 -0.02113
S 0.82578 -3.05225 -0.26149
C -3.54156 -3.26543 2.07533
C -4.83290 -4.03170 1.91760
C -5.35182 -4.28376 0.64685
C -6.53324 -4.99342 0.50653
C -7.20939 -5.45541 1.63070
C -6.69981 -5.20542 2.89383
C -5.51150 -4.49712 3.03542
H -2.85697 -5.65594 2.37198
H -1.17668 -5.11080 2.56941
H -2.44774 -6.16992 -0.02050
H -1.24025 -7.00933 0.97699
H 1.34602 -5.49812 -0.91733
H 0.31246 -6.93015 -1.05342
H 1.74990 -4.89793 1.77628
H 2.81273 -5.92678 3.75112
H 3.01914 -8.38875 3.91008
H 2.15152 -9.81443 2.08749
H 1.07355 -8.78294 0.11985
H -3.61770 -2.26667 1.66151
H -3.26022 -3.17206 3.12578
H -4.82714 -3.91272 -0.22585
H -6.93157 -5.18248 -0.48208
H -8.13306 -6.00837 1.51902
H -7.22222 -5.56311 3.77168
H -5.11070 -4.30123 4.02387
N 4.02058 0.18524 0.87317
C 3.82489 1.28604 -0.07825
C 2.37361 1.22252 -0.52388
O 1.58550 2.16012 -0.20930
O 2.01516 0.15657 -1.09440
H 4.94662 0.22366 1.27847
H 3.93432 -0.69454 0.37820
H 4.46545 1.21679 -0.96576
H 4.01257 2.23308 0.42272
N -4.38757 0.11053 2.15137
C -3.28326 0.92146 2.82667
C -3.92121 1.68662 3.98039
P -2.18449 -0.45215 3.46720
O -1.15993 0.30380 4.44018
O -3.16934 -1.29694 4.21615
O -1.41046 -1.08158 2.34677
P -2.77688 2.06165 1.45720
O -1.23991 2.39798 1.88620
O -3.65813 3.24334 1.49407
O -2.70493 1.18105 0.23036
H -4.58690 -0.67488 2.79012
H -4.05327 -0.21437 1.23058
H -5.20543 0.70229 1.99993
H -4.30873 0.99940 4.73383
H -4.70563 2.34173 3.60071
H -3.16743 2.32655 4.43739
H -1.46753 0.25845 5.35454
H -0.84039 3.08688 1.33253

Force components x, y, z for each atom (eV/Å):
0.47 -0.51 -0.56
-0.09 -0.02 -0.05
0.35 -0.12 -0.11
-0.24 -0.09 0.07
-0.04 0.02 -0.07
0.10 0.01 0.08
0.04 -0.18 -0.03
0.02 0.03 -0.03
-0.02 0.02 0.02
-0.03 0.00 -0.02
0.01 -0.02 0.01
0.01 0.02 0.02
-0.01 0.00 -0.03
0.02 -0.02 0.01
-0.35 0.22 0.23
0.12 0.26 -0.20
-0.04 -0.29 -0.01
0.12 0.04 -0.11
-0.01 -0.01 0.08
-0.01 0.00 -0.01
-0.02 -0.01 -0.04
0.03 0.02 0.02
-0.06 -0.01 0.05
0.01 -0.01 0.00
0.02 -0.03 0.00
-0.02 0.02 0.01
-0.02 -0.01 0.00
-0.01 -0.02 0.00
0.01 0.00 -0.01
0.00 0.00 -0.01
0.00 0.00 0.00
0.00 0.01 0.00
0.00 0.00 0.00
0.00 0.00 0.00
0.02 -0.11 -0.02
-0.08 -0.02 -0.12
0.02 0.01 -0.02
-0.01 -0.01 0.01
0.00 0.00 -0.01
0.00 0.00 0.00
0.01 0.01 -0.02
-0.02 0.01 0.00
0.06 0.05 -0.02
-0.05 0.20 0.03
-0.07 -0.35 0.08
-0.16 0.02 0.14
0.02 -0.01 -0.02
-0.02 0.00 -0.01
0.01 0.02 0.00
-0.02 0.00 0.01
0.03 0.14 0.13
0.04 -0.09 -0.13
0.15 -0.04 -0.01
-0.19 -0.24 0.09
-0.07 -0.02 0.11
0.13 0.29 0.11
0.02 0.54 0.19
-0.33 0.36 -0.26
0.19 -0.14 0.02
0.06 -0.08 -0.01
0.08 -0.07 0.21
-0.11 0.02 -0.06
0.08 0.02 0.01
-0.05 -0.07 0.01
-0.03 0.02 0.01
-0.02 0.02 0.03
-0.01 0.00 0.01
0.05 0.03 -0.03
-0.08 0.16 0.19


Asked for F_max across the records above, the calculation gives 3.662; 0.890 eV/A in order.